Record 1
# C30H82O27S11

A cluster of 11 separate species, C30H82O27S11 in total at a distorted geometry (ωB97M-V/def2-TZVPD, the OMol25 dataset).

Each atom is followed by the atoms it is bonded to, with distances in Å.
Atoms and positions in Å:
1 O 1.254 4.775 2.018  S2 1.426
2 S 1.962 5.798 1.323  O1 1.426, O3 1.398, O4 1.581, C7 1.793
3 O 2.213 7.037 1.918  S2 1.398
4 O 3.374 5.237 0.886  S2 1.581, C5 1.434
5 C 3.356 3.913 0.334  O4 1.434, C6 1.509, H8 1.091, H9 1.088
6 C 4.743 3.331 0.445  C5 1.509, H10 1.094, H11 1.090, H12 1.095
7 C 1.177 6.073 -0.265  S2 1.793, H13 1.082, H14 1.083, H15 1.088
8 H 3.109 3.937 -0.728  C5 1.091
9 H 2.673 3.269 0.885  C5 1.088
10 H 4.752 2.272 0.171  C6 1.094
11 H 5.266 3.424 1.397  C6 1.090
12 H 5.406 3.793 -0.294  C6 1.095
13 H 0.244 5.526 -0.232  C7 1.082
14 H 1.845 5.821 -1.078  C7 1.083
15 H 0.985 7.143 -0.302  C7 1.088
16 O -1.391 -5.655 -4.609  S17 1.420
17 S -0.767 -5.400 -3.359  O16 1.420, O18 1.416, O19 1.602, C22 1.786
18 O -0.017 -6.392 -2.681  S17 1.416
19 O 0.247 -4.169 -3.509  S17 1.602, C20 1.432
20 C -0.237 -3.103 -4.334  O19 1.432, C21 1.506, H23 1.102, H24 1.090
21 C 0.965 -2.242 -4.622  C20 1.506, H25 1.088, H26 1.095, H27 1.096
22 C -1.949 -4.736 -2.197  S17 1.786, H28 1.091, H29 1.083, H30 1.086
23 H -1.005 -2.542 -3.777  C20 1.102
24 H -0.733 -3.453 -5.239  C20 1.090
25 H 1.556 -2.024 -3.735  C21 1.088
26 H 0.752 -1.302 -5.140  C21 1.095
27 H 1.600 -2.772 -5.342  C21 1.096
28 H -2.854 -4.402 -2.707  C22 1.091
29 H -1.468 -3.905 -1.696  C22 1.083
30 H -2.297 -5.588 -1.621  C22 1.086
31 O 0.434 0.004 4.233  S32 1.413
32 S 1.690 -0.160 4.861  O31 1.413, O33 1.421, O34 1.575, C37 1.775
33 O 1.781 -1.040 5.974  S32 1.421
34 O 2.633 -0.652 3.701  S32 1.575, C35 1.460
35 C 3.997 -1.041 4.046  O34 1.460, C36 1.478, H38 1.092, H39 1.098
36 C 4.614 -1.697 2.874  C35 1.478, H40 1.088, H41 1.100, H42 1.093
37 C 2.410 1.403 5.297  S32 1.775, H43 1.091, H44 1.079, H45 1.082
38 H 4.009 -1.677 4.933  C35 1.092
39 H 4.505 -0.103 4.304  C35 1.098
40 H 4.304 -2.718 2.662  C36 1.088
41 H 5.698 -1.797 3.027  C36 1.100
42 H 4.591 -1.139 1.935  C36 1.093
43 H 3.346 1.182 5.810  C37 1.091
44 H 1.729 1.941 5.938  C37 1.079
45 H 2.693 1.872 4.364  C37 1.082
46 O -5.351 -1.130 0.749  S47 1.405
47 S -5.030 -2.018 -0.291  O46 1.405, O48 1.421, O49 1.594, C52 1.777
48 O -3.986 -2.976 -0.183  S47 1.421
49 O -6.363 -2.796 -0.693  S47 1.594, C50 1.439
50 C -6.184 -4.037 -1.398  O49 1.439, C51 1.506, H53 1.085, H54 1.091
51 C -7.578 -4.464 -1.776  C50 1.506, H55 1.086, H56 1.088, H57 1.089
52 C -4.859 -1.131 -1.821  S47 1.777, H58 1.085, H59 1.084, H60 1.092
53 H -5.725 -4.742 -0.712  C50 1.085
54 H -5.594 -3.916 -2.308  C50 1.091
55 H -8.181 -4.553 -0.877  C51 1.086
56 H -7.576 -5.410 -2.314  C51 1.088
57 H -8.001 -3.707 -2.435  C51 1.089
58 H -5.815 -0.686 -2.077  C52 1.085
59 H -4.489 -1.785 -2.603  C52 1.084
60 H -4.155 -0.311 -1.665  C52 1.092
61 O 0.929 4.826 -2.699  S62 1.414
62 S 0.359 4.871 -3.992  O61 1.414, O63 1.417, O64 1.593, C67 1.768
63 O 1.173 5.302 -5.069  S62 1.417
64 O -0.269 3.444 -4.319  S62 1.593, C65 1.441
65 C -0.990 2.768 -3.271  O64 1.441, C66 1.503, H68 1.094, H69 1.094
66 C -1.368 1.413 -3.801  C65 1.503, H70 1.087, H71 1.088, H72 1.093
67 C -1.106 5.860 -4.046  S62 1.768, H73 1.082, H74 1.086, H75 1.089
68 H -1.825 3.377 -2.913  C65 1.094
69 H -0.396 2.565 -2.375  C65 1.094
70 H -1.957 1.436 -4.715  C66 1.087
71 H -1.898 0.828 -3.052  C66 1.088
72 H -0.412 0.915 -3.981  C66 1.093
73 H -1.850 5.519 -3.338  C67 1.082
74 H -1.500 5.832 -5.058  C67 1.086
75 H -0.765 6.875 -3.855  C67 1.089
76 O -0.838 -1.006 -0.908  S77 1.427
77 S -0.543 -1.493 0.400  O76 1.427, O78 1.403, O79 1.603, C82 1.778
78 O -0.644 -2.868 0.662  S77 1.403
79 O 0.932 -1.079 0.870  S77 1.603, C80 1.412
80 C 1.342 0.268 0.761  O79 1.412, C81 1.520, H83 1.088, H84 1.089
81 C 1.415 0.853 -0.640  C80 1.520, H85 1.085, H86 1.095, H87 1.097
82 C -1.497 -0.542 1.560  S77 1.778, H88 1.080, H89 1.084, H90 1.088
83 H 2.363 0.283 1.139  C80 1.088
84 H 0.746 0.885 1.432  C80 1.089
85 H 2.376 0.696 -1.120  C81 1.085
86 H 1.161 1.918 -0.657  C81 1.095
87 H 0.637 0.469 -1.311  C81 1.097
88 H -1.139 0.462 1.734  C82 1.080
89 H -1.428 -1.124 2.472  C82 1.084
90 H -2.487 -0.457 1.116  C82 1.088
91 O -1.002 2.461 0.560  S92 1.411
92 S -2.376 2.772 0.498  O91 1.411, O93 1.430, O94 1.570, C97 1.768
93 O -3.196 2.206 -0.528  S92 1.430
94 O -2.980 2.375 1.891  S92 1.570, C95 1.446
95 C -4.395 2.522 2.150  O94 1.446, C96 1.513, H98 1.099, H99 1.096
96 C -4.819 1.411 3.086  C95 1.513, H100 1.094, H101 1.096, H102 1.091
97 C -2.640 4.520 0.522  S92 1.768, H103 1.088, H104 1.091, H105 1.085
98 H -4.994 2.431 1.233  C95 1.099
99 H -4.637 3.513 2.548  C95 1.096
100 H -4.283 1.401 4.040  C96 1.094
101 H -4.630 0.407 2.691  C96 1.096
102 H -5.889 1.415 3.297  C96 1.091
103 H -2.053 5.022 1.289  C97 1.088
104 H -3.679 4.662 0.821  C97 1.091
105 H -2.477 4.983 -0.445  C97 1.085
106 O 5.057 0.419 -3.751  S107 1.395
107 S 4.185 1.508 -3.746  O106 1.395, O108 1.426, O109 1.577, C112 1.791
108 O 3.936 2.258 -2.558  S107 1.426
109 O 4.743 2.525 -4.813  S107 1.577, C110 1.451
110 C 3.923 3.708 -4.996  O109 1.451, C111 1.521, H113 1.086, H114 1.093
111 C 4.289 4.784 -3.984  C110 1.521, H115 1.089, H116 1.090, H117 1.090
112 C 2.595 1.052 -4.432  S107 1.791, H118 1.080, H119 1.093, H120 1.081
113 H 2.857 3.505 -5.025  C110 1.086
114 H 4.193 4.052 -5.997  C110 1.093
115 H 5.365 4.853 -3.831  C111 1.089
116 H 3.782 4.494 -3.064  C111 1.090
117 H 3.982 5.798 -4.239  C111 1.090
118 H 1.901 1.853 -4.222  C112 1.080
119 H 2.348 0.186 -3.812  C112 1.093
120 H 2.740 0.720 -5.450  C112 1.081
121 C -3.895 -2.971 6.264  S122 1.790, H125 1.089, H126 1.094, H127 1.083
122 S -3.931 -1.346 5.514  C121 1.790, O123 1.481, C124 1.804
123 O -4.922 -0.581 6.304  S122 1.481
124 C -2.243 -0.761 5.772  S122 1.804, H128 1.082, H129 1.094, H130 1.086
125 H -3.723 -2.931 7.339  C121 1.089
126 H -3.083 -3.526 5.784  C121 1.094
127 H -4.836 -3.461 6.046  C121 1.083
128 H -1.556 -1.172 5.044  C124 1.082
129 H -1.941 -1.036 6.787  C124 1.094
130 H -2.280 0.324 5.733  C124 1.086
131 C 1.863 -5.429 5.185  S132 1.793, H135 1.095, H136 1.091, H137 1.089
132 S 2.706 -5.130 3.631  C131 1.793, O133 1.477, C134 1.804
133 O 2.335 -6.222 2.709  S132 1.477
134 C 1.556 -3.834 3.130  S132 1.804, H138 1.077, H139 1.094, H140 1.100
135 H 1.539 -4.483 5.632  C131 1.095
136 H 2.537 -5.877 5.917  C131 1.091
137 H 0.985 -6.068 5.101  C131 1.089
138 H 1.638 -3.533 2.099  C134 1.077
139 H 1.422 -2.947 3.756  C134 1.094
140 H 0.584 -4.345 3.202  C134 1.100
141 C 1.968 -4.651 -0.518  S142 1.811, H145 1.084, H146 1.087, H147 1.087
142 S 3.465 -3.833 0.091  C141 1.811, O143 1.491, C144 1.818
143 O 4.673 -4.522 -0.443  S142 1.491
144 C 3.362 -2.335 -0.934  S142 1.818, H148 1.087, H149 1.093, H150 1.084
145 H 1.290 -3.824 -0.698  C141 1.084
146 H 1.613 -5.340 0.245  C141 1.087
147 H 2.190 -5.227 -1.413  C141 1.087
148 H 2.323 -2.015 -0.958  C144 1.087
149 H 3.632 -2.650 -1.945  C144 1.093
150 H 4.053 -1.572 -0.595  C144 1.084

Output
- E: -206903.6235 eV
- Lowest unoccupied orbital energy: -0.31 eV
- Energy relative to the best compared isomer or geometry (same formula, charge and spin): 0.00 kcal per mole

***

Record 2
# C30H84N2O22

A cluster of 11 separate species, C30H84N2O22 in total at a distorted geometry (ωB97M-V/def2-TZVPD, the OMol25 dataset).

Each atom is followed by the atoms it is bonded to, with distances in Å.
Atoms and positions in Å:
1 C 1.517 3.753 1.358  O2 1.466, H10 1.090, H11 1.090, H12 1.090
2 O 0.930 2.555 0.748  C1 1.466, C3 1.462
3 C -0.521 2.597 0.922  O2 1.462, C4 1.490, H13 1.090, H14 1.090
4 C -1.163 1.306 0.547  C3 1.490, N5 1.469, H15 1.090, H16 1.090
5 N -0.451 0.148 1.106  C4 1.469, C6 1.478, H17 1.010
6 C -1.091 -1.060 0.542  N5 1.478, C7 1.466, H18 1.090, H19 1.090
7 C -0.831 -1.317 -0.878  C6 1.466, O8 1.426, H20 1.090, H21 1.090
8 O 0.544 -1.363 -1.253  C7 1.426, C9 1.425
9 C 0.776 -1.090 -2.632  O8 1.425, H22 1.090, H23 1.090, H24 1.090
10 H 1.191 3.798 2.397  C1 1.090
11 H 1.089 4.599 0.821  C1 1.090
12 H 2.607 3.730 1.360  C1 1.090
13 H -0.936 3.456 0.395  C3 1.090
14 H -0.838 2.841 1.936  C3 1.090
15 H -1.083 1.282 -0.540  C4 1.090
16 H -2.248 1.354 0.641  C4 1.090
17 H 0.422 0.231 0.605  N5 1.010
18 H -2.146 -0.987 0.803  C6 1.090
19 H -0.661 -1.945 1.012  C6 1.090
20 H -1.342 -0.524 -1.423  C7 1.090
21 H -1.343 -2.251 -1.112  C7 1.090
22 H 1.851 -1.063 -2.813  C9 1.090
23 H 0.457 -0.126 -3.028  C9 1.090
24 H 0.497 -1.939 -3.256  C9 1.090
25 C -10.100 -3.089 0.397  O26 1.400, H34 1.090, H35 1.090, H36 1.090
26 O -9.285 -2.012 0.026  C25 1.400, C27 1.491
27 C -7.812 -2.214 -0.075  O26 1.491, C28 1.543, H37 1.090, H38 1.090
28 C -7.079 -0.918 0.330  C27 1.543, N29 1.552, H39 1.090, H40 1.090
29 N -7.210 0.083 -0.848  C28 1.552, C30 1.425, H41 1.010
30 C -6.270 -0.170 -1.888  N29 1.425, C31 1.510, H42 1.090, H43 1.090
31 C -4.886 0.404 -1.696  C30 1.510, O32 1.372, H44 1.090, H45 1.090
32 O -4.198 0.505 -2.880  C31 1.372, C33 1.438
33 C -3.292 1.621 -2.849  O32 1.438, H46 1.090, H47 1.090, H48 1.090
34 H -9.858 -3.364 1.423  C25 1.090
35 H -10.132 -3.934 -0.291  C25 1.090
36 H -11.042 -2.545 0.470  C25 1.090
37 H -7.427 -2.505 -1.052  C27 1.090
38 H -7.581 -2.879 0.758  C27 1.090
39 H -6.085 -1.249 0.631  C28 1.090
40 H -7.459 -0.429 1.227  C28 1.090
41 H -8.206 0.235 -0.923  N29 1.010
42 H -6.726 0.332 -2.742  C30 1.090
43 H -6.077 -1.213 -2.138  C30 1.090
44 H -4.313 -0.232 -1.020  C31 1.090
45 H -4.916 1.277 -1.045  C31 1.090
46 H -2.810 1.706 -3.823  C33 1.090
47 H -2.608 1.482 -2.012  C33 1.090
48 H -3.837 2.552 -2.689  C33 1.090
49 C 3.270 0.697 -5.423  C50 1.612, O52 1.404, H53 1.090, H54 1.090
50 C 2.367 2.026 -5.297  C49 1.612, O51 1.414, H55 1.090, H56 1.090
51 O 2.492 2.555 -6.602  C50 1.414, H57 0.960
52 O 2.704 -0.116 -6.418  C49 1.404, H58 0.960
53 H 3.417 0.255 -4.437  C49 1.090
54 H 4.279 0.943 -5.755  C49 1.090
55 H 2.830 2.539 -4.454  C50 1.090
56 H 1.352 1.666 -5.129  C50 1.090
57 H 2.554 1.837 -7.236  O51 0.960
58 H 3.292 -0.871 -6.489  O52 0.960
59 C 1.344 -4.407 -1.080  C60 1.549, O62 1.357, H63 1.090, H64 1.090
60 C 2.835 -4.068 -1.327  C59 1.549, O61 1.404, H65 1.090, H66 1.090
61 O 3.639 -4.663 -0.341  C60 1.404, H67 0.960
62 O 1.073 -5.735 -1.036  C59 1.357, H68 0.960
63 H 0.729 -3.961 -1.862  C59 1.090
64 H 0.992 -3.996 -0.134  C59 1.090
65 H 2.982 -2.990 -1.393  C60 1.090
66 H 2.984 -4.450 -2.337  C60 1.090
67 H 3.338 -5.563 -0.197  O61 0.960
68 H 0.393 -5.779 -0.359  O62 0.960
69 C -5.192 1.598 2.739  C70 1.565, O72 1.440, H73 1.090, H74 1.090
70 C -4.221 2.720 3.239  C69 1.565, O71 1.419, H75 1.090, H76 1.090
71 O -3.323 2.261 4.237  C70 1.419, H77 0.960
72 O -4.384 0.477 2.334  C69 1.440, H78 0.960
73 H -5.714 2.084 1.915  C69 1.090
74 H -5.960 1.345 3.470  C69 1.090
75 H -4.868 3.535 3.563  C70 1.090
76 H -3.736 3.165 2.371  C70 1.090
77 H -2.695 1.585 3.972  O71 0.960
78 H -4.066 -0.015 3.095  O72 0.960
79 C -0.689 -4.279 2.967  C80 1.580, O82 1.379, H83 1.090, H84 1.090
80 C -1.543 -5.318 2.138  C79 1.580, O81 1.398, H85 1.090, H86 1.090
81 O -0.678 -6.079 1.347  C80 1.398, H87 0.960
82 O -1.570 -3.700 3.855  C79 1.379, H88 0.960
83 H -0.215 -3.561 2.299  C79 1.090
84 H 0.139 -4.671 3.557  C79 1.090
85 H -2.132 -4.655 1.504  C80 1.090
86 H -2.101 -6.045 2.727  C80 1.090
87 H -1.068 -6.804 0.853  O81 0.960
88 H -2.202 -4.314 4.234  O82 0.960
89 C -0.733 0.692 6.032  C90 1.448, O92 1.440, H93 1.090, H94 1.090
90 C -0.216 0.573 4.685  C89 1.448, O91 1.452, H95 1.090, H96 1.090
91 O -1.381 0.601 3.820  C90 1.452, H97 0.960
92 O 0.353 1.082 6.893  C89 1.440, H98 0.960
93 H -1.249 -0.242 6.255  C89 1.090
94 H -1.512 1.430 6.221  C89 1.090
95 H 0.292 -0.341 4.378  C90 1.090
96 H 0.419 1.379 4.316  C90 1.090
97 H -1.016 0.482 2.940  O91 0.960
98 H 1.108 0.535 6.663  O92 0.960
99 C 3.030 7.555 0.515  C100 1.570, O102 1.435, H103 1.090, H104 1.090
100 C 4.140 8.530 1.047  C99 1.570, O101 1.455, H105 1.090, H106 1.090
101 O 5.393 7.839 1.310  C100 1.455, H107 0.960
102 O 2.589 7.007 1.765  C99 1.435, H108 0.960
103 H 3.368 6.812 -0.208  C99 1.090
104 H 2.257 8.119 -0.007  C99 1.090
105 H 3.930 9.207 1.875  C100 1.090
106 H 4.266 9.253 0.240  C100 1.090
107 H 5.344 7.163 1.990  O101 0.960
108 H 3.374 6.753 2.254  O102 0.960
109 C 3.477 2.608 -1.401  C110 1.535, O112 1.395, H113 1.090, H114 1.090
110 C 4.317 1.415 -0.923  C109 1.535, O111 1.368, H115 1.090, H116 1.090
111 O 5.592 1.394 -1.420  C110 1.368, H117 0.960
112 O 2.146 2.192 -1.402  C109 1.395, H118 0.960
113 H 3.571 2.845 -2.461  C109 1.090
114 H 3.734 3.525 -0.871  C109 1.090
115 H 3.964 0.403 -1.117  C110 1.090
116 H 4.300 1.546 0.159  C110 1.090
117 H 6.136 2.045 -0.969  O111 0.960
118 H 1.784 2.305 -0.520  O112 0.960
119 C 5.216 -1.633 -3.425  C120 1.508, O122 1.388, H123 1.090, H124 1.090
120 C 6.182 -2.770 -3.645  C119 1.508, O121 1.401, H125 1.090, H126 1.090
121 O 7.218 -2.793 -2.703  C120 1.401, H127 0.960
122 O 5.854 -0.427 -3.679  C119 1.388, H128 0.960
123 H 4.686 -1.792 -2.486  C119 1.090
124 H 4.353 -1.748 -4.082  C119 1.090
125 H 6.725 -2.596 -4.574  C120 1.090
126 H 5.840 -3.794 -3.794  C120 1.090
127 H 7.456 -1.888 -2.490  O121 0.960
128 H 5.859 -0.002 -2.818  O122 0.960
129 C 3.139 -2.392 2.287  C130 1.569, O132 1.475, H133 1.090, H134 1.090
130 C 3.775 -1.718 1.022  C129 1.569, O131 1.388, H135 1.090, H136 1.090
131 O 4.756 -2.409 0.325  C130 1.388, H137 0.960
132 O 4.193 -2.875 3.198  C129 1.475, H138 0.960
133 H 2.474 -3.145 1.864  C129 1.090
134 H 2.553 -1.653 2.835  C129 1.090
135 H 4.156 -0.780 1.427  C130 1.090
136 H 2.924 -1.514 0.372  C130 1.090
137 H 4.437 -3.297 0.143  O131 0.960
138 H 4.757 -2.160 3.502  O132 0.960

Output
- E: -80484.9517 eV
- Lowest unoccupied orbital energy (spin up / spin down): 1.39 / 1.31 eV
- <S²>: 0.75
- Total charge: -1
- Energy relative to the best compared isomer or geometry (same formula, charge and spin): 0.00 kcal per mole
- Spin multiplicity: 2